The following is a quantum chemistry calculation of a structure of composition C28H36HfN4O2P2 at a distorted geometry, from the OMol25 dataset.

Each line ends with the Mulliken charge.
Geometry (Å):
H (3.708, -1.918, 3.146)  0.485
C (-3.701, 3.101, -1.481)  -1.322
C (-2.000, -2.770, 2.746)  -1.051
H (-1.705, -2.315, -2.891)  0.448
C (-2.721, -3.022, 1.450)  -0.424
H (2.800, -0.973, -3.916)  0.281
H (-1.035, -0.933, 1.879)  0.519
H (0.794, 1.846, -6.514)  0.449
C (1.070, 1.225, -5.681)  -0.697
H (0.400, 0.943, 3.357)  0.686
H (-4.602, 3.769, -1.439)  0.428
C (2.969, -0.340, 1.812)  -0.322
C (-2.504, -1.729, 3.797)  -0.573
C (3.909, 2.720, 1.589)  -0.294
H (-0.914, -2.714, 2.591)  0.343
N (2.568, 2.911, 1.247)  0.343
C (-1.509, -0.079, 1.423)  0.491
H (-0.650, 0.594, 1.098)  -0.557
H (1.659, -1.074, 4.735)  0.531
H (1.695, -5.033, -3.053)  0.489
H (-1.809, -1.939, 4.628)  0.395
C (1.830, -0.319, -1.167)  -0.716
C (2.140, -0.252, -4.343)  -0.283
H (2.674, -0.733, -1.735)  0.201
C (0.341, 1.073, -4.510)  -0.385
C (-2.167, -0.788, 0.217)  1.630
H (5.581, 4.110, 1.989)  0.457
O (-4.825, 0.310, 0.078)  -0.443
H (-1.006, -4.918, -3.436)  0.457
H (-2.677, -0.182, -0.633)  0.353
C (-0.739, -2.804, -2.879)  -0.522
P (1.266, 1.731, 0.678)  -0.335
C (-5.415, 0.622, 1.192)  0.470
H (1.657, -1.000, -0.328)  0.948
C (2.220, 0.391, -5.570)  -0.657
C (-2.915, -2.159, 0.440)  -1.005
H (3.327, 1.034, -0.382)  0.541
C (-2.250, 0.496, 2.582)  -0.601
H (-2.184, 1.619, 2.647)  0.479
C (-0.348, -4.118, -3.142)  -0.837
C (2.269, 1.063, -0.670)  -1.591
Hf (-3.244, 1.790, 0.194)  1.393
C (-2.552, -0.246, 3.689)  -1.238
H (-3.516, -2.039, 4.134)  0.454
H (-2.803, 3.756, -1.454)  0.410
N (0.394, -2.051, -2.556)  0.541
H (-1.241, -1.123, -0.275)  -0.425
H (3.008, 0.285, -6.287)  0.470
H (2.233, 1.784, -1.497)  0.725
P (0.249, -0.290, -2.081)  -0.073
H (-3.123, -4.056, 1.444)  0.417
H (1.442, 4.639, 0.784)  0.370
H (-2.851, 0.227, 4.655)  0.491
C (1.869, -0.709, 3.747)  -0.826
H (3.618, -0.339, 0.937)  0.496
H (-2.167, -3.734, 3.256)  0.471
H (-6.352, 0.114, 1.499)  0.411
O (-4.888, 1.573, 1.863)  -0.562
C (1.061, -4.178, -2.964)  -0.750
N (0.968, 0.137, -3.696)  0.607
C (3.581, 4.948, 1.373)  -0.670
C (2.396, 4.277, 1.091)  -0.316
H (-0.589, 1.485, -4.170)  0.357
C (1.483, -2.896, -2.643)  -0.154
C (2.949, -1.167, 2.935)  -0.924
H (2.468, -2.523, -2.508)  0.363
H (3.728, 6.016, 1.378)  0.433
H (-3.716, 2.529, -2.435)  0.367
H (4.297, 1.739, 1.731)  0.421
C (1.255, 0.345, 3.084)  -0.800
C (4.553, 3.949, 1.704)  -0.634
H (-3.638, -2.279, -0.374)  0.573
N (1.923, 0.586, 1.895)  0.793

Calculated values
DFT total energy = -2187.9628 hartree
orbital gap = 2.964 eV
charge = +2
E_HOMO = -12.49 eV